[1]
# C8H10N3

An isolated ion of composition C8H10N3 and charge +1 (ωB97M-V/def2-TZVPD, OMol25).

As for the total energy: -12917.2629 eV. Its largest force on an atom is 0.118 hartree/bohr. The calculation puts the HOMO-LUMO gap (spin up / spin down) at 7.36 / 7.44 eV. Its molar mass is 148.189 Da. Its charge is +1. As for the energy above the lowest of the compared OMol25 structures with the same formula, charge and spin: 333.4 kJ/mol.

Geometry (Å):
C -2.691 -0.426 -0.009
C 1.911 1.109 0.132
C -2.227 -1.703 -0.036
C 2.425 -0.045 0.009
C -0.488 0.466 -0.027
C -0.114 -0.864 -0.162
C -1.856 0.753 0.009
C 3.580 -0.948 0.037
N 0.532 1.430 -0.087
N -0.903 -1.929 -0.093
N -2.439 1.921 -0.032
H -3.729 -0.112 0.139
H 2.559 2.050 0.283
H -2.774 -2.621 0.206
H 3.547 -1.913 0.467
H 3.794 -0.949 -1.088
H 4.371 -0.593 0.713
H 0.365 2.376 -0.238
H -0.564 -2.900 0.158
H -3.386 2.009 -0.175
H -1.911 2.889 -0.205

=====

[2]
# H8InO12P2

H8InO12P2 as an isolated structure (ωB97M-V/def2-TZVPD, OMol25).

As for the total energy: -48443.0073 eV. Its largest force on an atom is 0.052 hartree/bohr. The calculation puts the HOMO-LUMO gap at 1.73 eV. Its molar mass is 376.818 Da. Its charge is -3.

Geometry (Å):
In -0.060 0.905 0.609
P -1.695 -2.749 -4.222
O -0.945 -4.139 -4.098
O -0.746 -1.468 -4.149
O -2.357 -2.806 -2.758
O -2.814 -2.697 -5.300
P -0.121 -4.684 3.371
O -0.469 -3.313 4.010
O 0.782 -5.607 4.257
O 0.545 -4.303 2.023
O -1.320 -5.449 2.595
O -4.172 2.882 -2.236
H -4.671 2.422 -2.911
H -4.679 3.675 -2.061
O 3.231 4.738 2.548
H 3.481 4.837 3.467
H 3.179 5.634 2.216
O 0.572 4.953 -3.020
H 0.596 5.909 -3.065
H 0.491 4.671 -3.931
O 3.638 -0.806 4.030
H 4.505 -1.158 4.234
H 3.027 -1.448 4.390

=====

[3]
# C27H84O35P8

A 11-piece molecular cluster, C27H84O35P8 overall (ωB97M-V/def2-TZVPD, OMol25).

As for the total energy: -175344.4918 eV. Its largest force on an atom is 0.088 hartree/bohr. The calculation puts the HOMO-LUMO gap at 10.10 eV. Its SMILES is COP(=O)(OC)OC.COP(=O)(OC)OC.COP(=O)(OC)OC.COP(=O)(OC)OC.COP(=O)(OC)OC.COP(=O)(OC)OC.COP(=O)(OC)OC.COP(=O)(OC)OC.CO.CO.CO. Its molar mass is 1216.726 Da. Its charge is 0. As for the energy above the lowest of the compared OMol25 structures with the same formula, charge and spin: 752.4 kJ/mol.

Geometry (Å):
C -0.777 -4.703 -6.152
O 0.379 -5.323 -6.629
H -0.966 -4.981 -5.115
H -0.720 -3.626 -6.308
H -1.608 -4.955 -6.811
H 0.398 -6.260 -6.421
C 2.249 5.676 2.308
O 1.492 6.109 3.369
H 3.051 4.995 2.590
H 1.749 5.295 1.418
H 2.897 6.502 2.015
H 1.129 6.898 2.958
C 3.059 -6.707 -2.265
O 3.873 -5.884 -1.488
H 3.010 -7.682 -1.781
H 2.015 -6.427 -2.118
H 3.290 -6.710 -3.330
H 4.524 -5.425 -2.023
C 0.983 -8.512 2.944
O -0.179 -9.349 3.224
P -1.551 -9.210 2.321
O -2.553 -10.266 2.485
O -1.001 -8.916 0.792
C -1.949 -8.635 -0.257
O -2.152 -7.729 2.586
C -3.172 -7.527 3.511
H 1.934 -8.863 3.345
H 0.853 -7.477 3.262
H 1.116 -8.510 1.863
H -2.591 -7.853 0.150
H -2.580 -9.464 -0.579
H -1.413 -8.323 -1.153
H -3.695 -8.436 3.806
H -3.917 -6.932 2.983
H -3.005 -6.903 4.389
C -8.624 2.996 1.975
O -7.948 2.044 2.930
P -7.495 2.430 4.465
O -8.601 3.098 5.184
O -6.837 1.088 5.115
C -7.566 -0.124 5.200
O -6.206 3.419 4.180
C -5.652 4.186 5.214
H -8.396 4.036 2.206
H -9.713 2.969 2.014
H -8.222 2.633 1.030
H -7.784 -0.320 6.250
H -7.011 -0.993 4.846
H -8.559 -0.084 4.753
H -6.426 4.845 5.607
H -4.779 4.789 4.966
H -5.373 3.387 5.901
C 4.453 0.640 6.616
O 5.167 -0.526 6.160
P 5.660 -1.529 7.262
O 6.708 -0.880 8.181
O 4.288 -1.971 8.004
C 3.372 -2.786 7.282
O 6.104 -2.930 6.480
C 7.184 -2.745 5.450
H 3.438 0.473 6.256
H 4.781 1.625 6.287
H 4.268 0.815 7.676
H 3.308 -3.745 7.797
H 3.578 -2.789 6.212
H 2.419 -2.260 7.338
H 7.227 -3.562 4.729
H 8.185 -2.698 5.879
H 6.939 -1.837 4.900
C -3.686 7.372 -0.668
O -3.350 8.471 0.179
P -3.213 9.967 -0.486
O -4.471 10.807 -0.646
O -2.089 10.667 0.456
C -2.240 11.910 1.077
O -2.332 9.694 -1.794
C -1.963 10.732 -2.750
H -3.000 6.566 -0.407
H -3.711 7.554 -1.743
H -4.649 6.992 -0.326
H -1.317 12.431 1.334
H -2.932 11.892 1.919
H -2.516 12.572 0.256
H -2.344 11.714 -2.467
H -2.470 10.546 -3.697
H -0.919 10.767 -3.059
C 7.548 0.486 -0.078
O 8.971 0.701 -0.102
P 9.685 2.033 -0.714
O 11.109 2.223 -0.527
O 9.172 2.100 -2.225
C 9.274 3.358 -2.947
O 8.854 3.174 0.007
C 8.779 3.179 1.433
H 6.928 1.171 0.500
H 7.355 -0.533 0.257
H 7.146 0.516 -1.091
H 10.147 3.341 -3.600
H 9.284 4.334 -2.463
H 8.495 3.464 -3.703
H 9.218 2.409 2.068
H 7.750 3.296 1.773
H 9.282 4.048 1.857
C 1.371 -1.561 -1.929
O 0.411 -0.971 -1.118
P 0.723 -0.478 0.410
O 1.757 0.612 0.489
O -0.761 -0.099 1.031
C -0.926 0.841 1.999
O 1.054 -1.874 1.229
C 0.186 -2.967 1.248
H 1.113 -1.229 -2.935
H 1.390 -2.651 -1.949
H 2.333 -1.121 -1.668
H -1.517 0.437 2.821
H -1.310 1.765 1.567
H -0.003 1.194 2.458
H -0.052 -3.251 2.273
H 0.698 -3.821 0.803
H -0.737 -2.703 0.733
C 1.811 0.566 -8.872
O 1.924 1.300 -7.649
P 3.127 2.219 -7.276
O 4.330 1.532 -6.837
O 3.324 3.124 -8.668
C 2.304 4.176 -8.807
O 2.492 3.248 -6.295
C 3.021 3.460 -5.008
H 1.318 -0.337 -8.512
H 2.702 0.357 -9.464
H 1.138 0.902 -9.661
H 2.772 4.949 -8.196
H 1.302 3.967 -8.434
H 2.284 4.508 -9.845
H 2.703 4.467 -4.737
H 4.095 3.275 -4.979
H 2.475 2.768 -4.367
C -5.449 -2.496 -2.348
O -5.316 -3.753 -2.978
P -6.332 -4.984 -2.737
O -6.035 -6.262 -3.436
O -7.793 -4.359 -3.000
C -8.335 -3.959 -4.227
O -6.218 -5.013 -1.096
C -7.058 -5.994 -0.498
H -5.938 -1.862 -3.088
H -4.438 -2.110 -2.219
H -6.014 -2.576 -1.419
H -8.566 -2.895 -4.274
H -9.302 -4.461 -4.212
H -7.943 -4.437 -5.125
H -6.519 -6.933 -0.368
H -7.877 -6.402 -1.091
H -7.577 -5.646 0.395

=====

[4]
# C2H3ClO2S

A 2-piece molecular cluster, C2H3ClO2S overall (ωB97M-V/def2-TZVPD, OMol25).

As for the total energy: -29569.4890 eV. Its largest force on an atom is 0.091 hartree/bohr. The calculation puts the HOMO-LUMO gap at 9.80 eV. Its molar mass is 126.564 Da. Its charge is 0. As for the energy above the lowest of the compared OMol25 structures with the same formula, charge and spin: 504.2 kJ/mol.

Geometry (Å):
C 0.345 -0.124 -0.573
C 1.112 0.608 0.637
O 1.762 -1.819 1.032
O 2.886 -0.702 -0.903
S 1.854 -0.844 0.023
Cl 1.523 2.208 0.106
H -1.383 -0.429 -0.257
H 0.394 0.286 -1.531
H 0.385 0.541 1.468